[1]
{"formula": "C52H57GeMoNPSi2", "method": "wB97M-V/def2-TZVPD", "e_tot_ev": -139757.040, "total_charge": -1, "spin_multiplicity": 3, "lumo_ev": [2.43, 2.43], "s2": 2.040, "homo_ha": [-0.0570, -0.1819], "e_above_lowest_kj_mol": 30.4, "species": ["Mo", "C", "C", "C", "C", "C", "C", "C", "P", "C", "C", "C", "C", "C", "C", "C", "C", "C", "C", "C", "C", "C", "C", "H", "H", "H", "H", "H", "H", "H", "H", "H", "H", "H", "H", "H", "H", "H", "H", "H", "H", "H", "H", "C", "Si", "C", "C", "C", "C", "C", "C", "C", "C", "N", "Si", "C", "C", "C", "H", "H", "H", "H", "H", "H", "H", "H", "H", "H", "H", "H", "H", "H", "H", "H", "H", "H", "H", "H", "H", "H", "C", "Ge", "C", "C", "C", "C", "C", "C", "C", "C", "C", "C", "C", "C", "C", "C", "C", "C", "C", "C", "H", "H", "H", "H", "H", "H", "H", "H", "H", "H", "H", "H", "H", "H", "H"], "coordinates": [[-0.457, 0.001, -0.684], [4.925, -0.218, -2.813], [4.602, -0.796, -1.451], [5.606, -1.495, -0.774], [5.410, -2.037, 0.491], [4.186, -1.895, 1.118], [3.171, -1.221, 0.453], [3.362, -0.670, -0.813], [1.884, 0.196, -1.430], [1.886, -0.040, -3.257], [1.818, 1.080, -4.074], [1.703, 0.961, -5.454], [1.647, -0.296, -6.026], [1.709, -1.417, -5.217], [1.830, -1.315, -3.829], [1.935, -2.580, -3.013], [2.239, 1.963, -1.176], [3.477, 2.499, -0.833], [3.583, 3.830, -0.450], [2.432, 4.609, -0.392], [1.198, 4.069, -0.723], [1.070, 2.736, -1.128], [-0.251, 2.100, -1.441], [6.005, -0.109, -2.918], [4.467, 0.758, -2.968], [4.570, -0.866, -3.620], [6.572, -1.605, -1.257], [6.220, -2.562, 0.984], [4.019, -2.297, 2.112], [2.194, -1.103, 0.912], [1.864, 2.066, -3.624], [1.651, 1.849, -6.073], [1.544, -0.406, -7.099], [1.649, -2.405, -5.662], [1.398, -3.395, -3.494], [1.516, -2.462, -2.019], [2.983, -2.877, -2.892], [4.363, 1.871, -0.821], [4.545, 4.243, -0.175], [2.498, 5.644, -0.078], [0.303, 4.678, -0.652], [-0.342, 1.984, -2.529], [-1.063, 2.751, -1.136], [-4.812, -0.267, -3.596], [-3.138, 0.305, -2.961], [-1.919, -0.326, -4.222], [-3.278, 2.168, -3.076], [-2.635, -0.279, -1.297], [-2.382, -1.766, -1.336], [-3.220, -2.801, -1.654], [-2.765, -4.151, -1.547], [-1.465, -4.368, -1.051], [-0.655, -3.307, -0.739], [-1.074, -1.993, -0.930], [-3.742, 0.103, 0.127], [-3.454, -1.131, 1.501], [-5.584, 0.004, -0.221], [-3.438, 1.832, 0.739], [-5.012, 0.250, -4.547], [-5.619, -0.012, -2.901], [-4.854, -1.349, -3.782], [-2.047, 0.163, -5.200], [-2.055, -1.407, -4.356], [-0.885, -0.160, -3.899], [-3.512, 2.449, -4.114], [-2.372, 2.701, -2.767], [-4.109, 2.517, -2.440], [-4.232, -2.571, -1.979], [-3.413, -4.983, -1.800], [-1.092, -5.375, -0.891], [0.329, -3.448, -0.314], [-3.904, -2.099, 1.254], [-3.894, -0.763, 2.443], [-2.381, -1.291, 1.655], [-5.849, -0.939, -0.721], [-5.933, 0.835, -0.851], [-6.131, 0.049, 0.732], [-2.394, 1.916, 1.058], [-4.090, 2.083, 1.591], [-3.610, 2.569, -0.061], [-0.206, 0.193, 1.075], [-0.119, 0.141, 2.971], [0.116, -1.707, 3.577], [-0.819, -2.495, 4.254], [-0.571, -3.843, 4.512], [0.611, -4.431, 4.088], [1.558, -3.662, 3.416], [1.308, -2.318, 3.169], [-1.560, 1.145, 3.833], [-1.585, 2.514, 3.525], [-2.602, 3.340, 3.987], [-3.622, 2.814, 4.774], [-3.607, 1.464, 5.106], [-2.587, 0.637, 4.635], [1.493, 1.112, 3.494], [1.818, 1.286, 4.843], [2.950, 2.008, 5.211], [3.769, 2.570, 4.230], [3.451, 2.413, 2.886], [2.318, 1.687, 2.521], [-1.764, -2.077, 4.575], [-1.312, -4.433, 5.039], [0.794, -5.482, 4.273], [2.484, -4.112, 3.079], [2.060, -1.727, 2.650], [-0.797, 2.938, 2.905], [-2.606, 4.391, 3.722], [-4.429, 3.451, 5.119], [-4.393, 1.049, 5.725], [-2.609, -0.411, 4.905], [1.181, 0.858, 5.615], [3.190, 2.142, 6.260], [4.651, 3.131, 4.517], [4.075, 2.862, 2.120], [2.063, 1.576, 1.470]], "mulliken_spin": [1.672, 0.001, -0.007, 0.002, 0.000, 0.014, 0.019, -0.057, 0.062, -0.060, 0.019, -0.001, 0.002, 0.004, -0.033, 0.007, -0.018, -0.008, 0.000, 0.001, 0.001, 0.004, 0.010, 0.000, 0.000, 0.000, 0.000, 0.000, 0.001, 0.009, 0.001, 0.000, 0.000, 0.001, 0.001, 0.010, 0.001, 0.000, 0.000, 0.000, 0.001, -0.012, 0.000, 0.004, -0.015, -0.030, 0.007, -0.036, 0.116, -0.124, 0.490, -0.186, 0.318, 0.038, -0.010, -0.013, 0.007, 0.014, 0.001, 0.001, -0.002, 0.000, 0.002, 0.047, 0.000, -0.004, 0.000, -0.036, 0.050, -0.010, 0.046, 0.017, -0.002, 0.007, -0.002, 0.000, 0.001, -0.005, 0.000, 0.000, -0.344, -0.004, -0.012, 0.010, -0.008, 0.007, -0.003, 0.018, -0.001, -0.004, 0.001, 0.000, -0.001, 0.000, 0.010, 0.003, 0.000, 0.000, 0.000, -0.032, 0.002, -0.002, 0.001, -0.002, -0.002, -0.001, 0.000, 0.000, 0.000, 0.000, 0.000, 0.000, 0.000, 0.000, 0.023]}

[2]
{"formula": "C52H58IrN3O2Sb", "method": "wB97M-V/def2-TZVPD", "e_tot_ev": -72801.331, "total_charge": 1, "spin_multiplicity": 1, "lumo_ev": [-4.46, -4.57], "homo_ha": [-0.3751, -0.3739], "species": ["Ir", "C", "C", "C", "C", "C", "C", "C", "C", "C", "C", "C", "C", "N", "C", "O", "C", "C", "C", "C", "C", "N", "C", "O", "N", "C", "C", "C", "C", "C", "C", "C", "C", "C", "C", "C", "C", "H", "H", "H", "H", "H", "H", "H", "H", "H", "H", "H", "H", "H", "H", "H", "H", "H", "H", "H", "H", "H", "H", "H", "H", "H", "H", "H", "H", "H", "H", "H", "H", "H", "H", "H", "H", "H", "C", "C", "C", "C", "C", "C", "C", "Sb", "C", "C", "C", "C", "C", "C", "C", "C", "C", "C", "C", "C", "C", "C", "H", "H", "H", "H", "H", "H", "H", "H", "H", "H", "H", "H", "H", "H", "H", "H", "H", "H", "H", "H", "H"], "coordinates": [[0.594, 0.135, -0.314], [1.273, 3.206, 3.725], [2.087, 1.949, 3.389], [2.937, 1.504, 4.586], [2.956, 2.205, 2.182], [3.823, 3.296, 2.199], [4.655, 3.573, 1.132], [4.609, 2.782, -0.001], [3.754, 1.692, -0.068], [3.698, 0.835, -1.327], [3.814, 1.664, -2.610], [4.773, -0.256, -1.286], [2.958, 1.378, 1.052], [2.219, 0.146, 0.945], [2.743, -1.016, 1.395], [3.648, -1.166, 2.185], [2.136, -2.179, 0.670], [2.645, -3.459, 0.662], [2.110, -4.372, -0.239], [1.118, -3.978, -1.133], [0.653, -2.685, -1.052], [1.139, -1.857, -0.140], [-0.283, -2.040, -2.023], [-1.147, -2.654, -2.578], [-0.017, -0.688, -2.146], [-0.349, -0.006, -3.363], [-0.801, 1.325, -3.316], [-1.346, 1.914, -4.450], [-1.353, 1.253, -5.657], [-0.707, 0.034, -5.753], [-0.165, -0.603, -4.643], [0.739, -1.807, -4.918], [1.933, -1.353, -5.772], [0.020, -2.972, -5.612], [-0.610, 2.203, -2.110], [-1.905, 2.744, -1.521], [0.366, 3.338, -2.427], [0.620, 3.022, 4.578], [0.654, 3.515, 2.876], [1.927, 4.040, 3.989], [1.395, 1.143, 3.153], [3.619, 2.304, 4.894], [3.532, 0.626, 4.329], [2.295, 1.255, 5.437], [3.858, 3.932, 3.078], [5.335, 4.417, 1.178], [5.254, 3.017, -0.843], [2.720, 0.337, -1.353], [4.846, 1.981, -2.781], [3.187, 2.556, -2.562], [3.506, 1.067, -3.474], [5.764, 0.206, -1.308], [4.687, -0.922, -2.153], [4.707, -0.856, -0.374], [3.457, -3.711, 1.332], [2.486, -5.388, -0.265], [0.719, -4.641, -1.892], [-1.749, 2.921, -4.393], [-1.781, 1.721, -6.536], [-0.588, -0.428, -6.728], [1.161, -2.165, -3.979], [1.619, -1.091, -6.785], [2.668, -2.161, -5.845], [2.422, -0.481, -5.331], [-0.379, -2.659, -6.580], [-0.805, -3.338, -5.013], [0.720, -3.795, -5.786], [-0.102, 1.588, -1.325], [-2.474, 3.267, -2.293], [-1.696, 3.455, -0.718], [-2.532, 1.943, -1.127], [-0.134, 4.079, -3.055], [1.241, 2.970, -2.964], [0.694, 3.837, -1.511], [-4.475, -0.529, 2.963], [-4.037, 0.875, 2.614], [-4.827, 1.956, 2.997], [-4.444, 3.271, 2.752], [-3.243, 3.538, 2.113], [-2.451, 2.478, 1.695], [-2.845, 1.160, 1.932], [-1.516, -0.379, 1.306], [-0.939, -0.860, 3.335], [-0.895, 0.281, 4.135], [-0.564, 0.190, 5.479], [-0.257, -1.044, 6.029], [-0.265, -2.174, 5.225], [-0.596, -2.110, 3.873], [-0.579, -3.384, 3.069], [-2.759, -1.846, 0.345], [-2.364, -3.184, 0.452], [-3.097, -4.203, -0.126], [-4.236, -3.891, -0.847], [-4.601, -2.564, -1.006], [-3.872, -1.512, -0.444], [-4.332, -0.115, -0.790], [-5.336, -0.508, 3.630], [-3.671, -1.072, 3.469], [-4.755, -1.098, 2.076], [-5.760, 1.759, 3.513], [-5.083, 4.085, 3.071], [-2.921, 4.559, 1.941], [-1.515, 2.679, 1.183], [-1.138, 1.253, 3.724], [-0.547, 1.084, 6.093], [-0.005, -1.130, 7.080], [-0.017, -3.140, 5.653], [-0.198, -4.213, 3.664], [0.071, -3.280, 2.193], [-1.583, -3.644, 2.736], [-1.459, -3.438, 0.979], [-2.762, -5.231, -0.031], [-4.825, -4.671, -1.313], [-5.475, -2.317, -1.602], [-5.394, 0.010, -0.566], [-4.209, 0.049, -1.865], [-3.792, 0.661, -0.264]], "lowdin_charge": [1.074, -0.056, -0.373, -0.038, -0.137, -0.028, -0.053, -0.029, -0.141, -0.373, -0.056, -0.030, -0.165, -0.096, -0.495, 0.103, -0.177, 0.039, 0.007, 0.044, -0.187, 0.005, -0.503, 0.136, -0.034, -0.132, -0.153, -0.040, -0.055, -0.031, -0.117, -0.369, -0.055, -0.053, -0.385, -0.042, -0.033, 0.069, 0.078, 0.077, 0.097, 0.085, 0.079, 0.071, 0.114, 0.111, 0.116, 0.075, 0.084, 0.064, 0.075, 0.095, 0.086, 0.073, 0.138, 0.126, 0.139, 0.118, 0.112, 0.116, 0.113, 0.082, 0.084, 0.073, 0.079, 0.068, 0.084, 0.014, 0.096, 0.075, 0.055, 0.094, 0.071, 0.093, -0.028, -0.282, -0.027, -0.053, -0.065, -0.162, -0.356, 1.631, -0.287, -0.145, -0.071, -0.052, -0.032, -0.276, -0.044, -0.296, -0.156, -0.063, -0.049, -0.032, -0.292, -0.040, 0.088, 0.075, 0.073, 0.118, 0.113, 0.113, 0.074, 0.085, 0.114, 0.115, 0.117, 0.093, 0.061, 0.072, 0.045, 0.115, 0.115, 0.124, 0.098, 0.099, 0.020]}